[1]
19
Properties=species:S:1:pos:R:3:forces:R:3:lowdin_charge:R:1 method="wB97M-V/def2-TZVPD" charge=-3 e_tot_ha=-4236.3176 spin_multiplicity=5 fmax_ha_per_bohr=0.0908 gap_ev="2.7 / 2.7"
O 1.9478 1.8638 -0.5398 0.40 0.85 4.10 -0.294
V 2.4975 1.7148 -1.9210 -0.87 -3.98 -2.28 1.082
O 4.1296 1.4688 -1.9538 -2.26 0.91 -0.06 -0.464
Cr 0.4539 0.3806 1.0661 -2.26 -1.13 -0.65 0.911
S 1.4653 -1.6985 -0.6810 -2.24 -3.28 -1.00 0.256
O 1.1262 -0.5612 -1.6183 2.11 3.18 -0.67 -0.361
O 1.6450 -1.2187 0.7200 0.90 1.21 0.40 -0.436
O 0.2191 -2.4479 -0.8040 0.57 -0.03 0.38 -0.287
O 2.6049 -2.4684 -1.1309 1.19 0.41 0.13 -0.373
S -1.2127 2.2380 -1.0025 -1.75 -1.41 1.32 0.254
O -1.3761 3.6692 -1.0639 1.11 1.84 0.05 -0.404
O -2.5086 1.6267 -1.2313 0.22 -0.58 -0.40 -0.349
O -0.1999 1.7143 -1.9639 1.56 0.58 -1.27 -0.441
O -0.7428 1.8209 0.4095 0.56 0.74 -0.41 -0.486
S -2.0458 -1.6031 2.3243 -1.87 -3.80 1.07 0.217
O -2.1739 -2.6113 1.2464 -0.95 1.30 -0.12 -0.424
O -1.6720 -2.4005 3.5235 0.49 0.73 0.73 -0.485
O -0.9292 -0.7111 1.9581 2.76 2.60 -0.52 -0.473
O -3.2284 -0.7767 2.6626 0.31 -0.15 -0.78 -0.444



[2]
121
Properties=species:S:1:pos:R:3:forces:R:3:lowdin_charge:R:1 method="wB97M-V/def2-TZVPD" charge=+1 e_tot_ha=-6577.2398 fmax_ha_per_bohr=0.0524 relative_energy_kcal_mol=25.8 gap_ev=6.1
O 2.8142 -2.6334 -5.3944 0.09 -0.30 0.90 0.116
N 3.5305 -2.7485 -4.5023 -0.50 -0.97 -1.13 0.130
O 4.4625 -1.5695 -4.4681 -0.93 1.88 1.70 -0.067
C 3.7264 -0.4568 -4.4244 0.08 0.86 -0.36 -0.246
C 3.9372 0.5676 -5.3377 0.07 0.05 0.17 0.100
C 3.1083 1.6865 -5.2623 1.46 -1.55 -0.18 0.029
N 2.1786 1.7177 -4.3234 -0.63 2.26 -0.32 -0.095
C 1.2841 2.9057 -4.2768 -0.71 0.03 -0.05 -0.046
C -0.1092 2.5532 -4.8799 0.79 0.03 -0.03 -0.019
C -1.1866 2.3259 -3.8232 0.36 1.18 0.03 -0.429
F -1.5036 3.5712 -3.3408 -0.14 -0.16 -0.09 0.113
F -0.7263 1.6512 -2.7501 -0.27 -0.58 -0.46 0.118
C -2.5208 1.7411 -4.3553 0.13 0.65 -0.30 -0.353
F -3.4810 1.9148 -3.4311 0.26 -0.59 0.16 0.167
F -2.8993 2.4976 -5.4157 0.40 -0.24 -0.08 0.158
C -2.4916 0.2674 -4.8426 -0.84 -0.52 0.27 -0.328
F -3.7530 -0.0132 -5.2392 0.12 0.23 0.22 0.162
F -1.7030 0.0661 -5.9111 0.26 0.44 0.32 0.166
C -2.1269 -0.8112 -3.7647 -0.29 -1.50 -0.35 -0.515
F -0.8236 -1.1317 -3.7684 -0.17 0.89 -0.16 0.144
F -2.5215 -0.5158 -2.5285 0.43 0.41 -0.40 0.160
F -2.7716 -1.9415 -4.1148 0.12 0.28 0.06 0.168
N 1.9446 0.8097 -3.4116 0.10 -0.39 -0.17 0.195
C 2.6925 -0.2535 -3.4655 0.39 -1.48 0.45 0.023
H 4.7245 0.4920 -6.0814 -0.19 -0.02 0.07 0.143
H 3.2751 2.4809 -5.9807 -0.58 0.22 0.37 0.154
H 1.7225 3.6917 -4.8964 0.14 -0.29 0.13 0.130
H 1.2367 3.2817 -3.2502 -0.01 -0.33 -0.08 0.143
H 0.0360 1.7054 -5.5596 -0.32 0.06 0.18 0.133
H -0.4070 3.4117 -5.4910 -0.26 -0.29 0.14 0.142
H 2.5031 -1.0566 -2.7281 -0.04 0.53 -0.13 0.109
C -1.2545 2.2469 0.2332 0.18 0.10 0.00 -0.287
S 0.4168 2.7138 0.6951 -0.10 0.00 0.05 0.817
O 1.3446 2.0364 -0.2648 -0.01 -0.02 -0.11 -0.595
C 0.4631 1.7866 2.2349 0.05 -0.07 0.00 -0.256
H -1.4733 2.6955 -0.7331 0.03 0.06 0.08 0.030
H -1.3315 1.1633 0.1580 0.04 0.00 0.05 0.045
H -1.9599 2.6209 0.9711 0.03 -0.04 0.03 0.045
H 0.2799 0.7304 2.0326 -0.02 0.03 -0.08 0.045
H -0.2903 2.1780 2.9181 0.02 0.03 0.01 0.055
H 1.4491 1.9079 2.6794 -0.02 0.06 -0.02 0.055
C -5.1037 -0.2809 -1.0317 -0.18 -0.13 0.07 -0.261
S -5.1712 1.0559 0.1682 -0.12 0.03 -0.05 0.837
O -3.8143 1.1530 0.7787 -0.19 -0.21 0.00 -0.559
C -6.2373 0.2095 1.3423 0.01 -0.08 0.10 -0.263
H -4.4519 0.0279 -1.8373 -0.08 0.15 0.01 0.009
H -4.7059 -1.1812 -0.5611 0.01 0.04 0.06 0.063
H -6.1019 -0.4713 -1.4271 -0.02 0.04 0.04 0.063
H -5.7701 -0.7231 1.6594 0.05 0.02 -0.03 0.059
H -7.2030 0.0116 0.8769 0.01 0.04 -0.03 0.056
H -6.3763 0.8592 2.2043 0.04 0.04 -0.04 0.052
C -1.4052 -4.3079 -7.7880 -0.09 -0.06 -0.05 -0.264
S 0.0203 -3.3448 -7.2638 -0.03 -0.06 0.05 0.772
O 0.3653 -2.4196 -8.3755 0.02 -0.02 0.05 -0.549
C 1.1900 -4.7110 -7.3184 0.04 -0.11 -0.07 -0.266
H -2.2592 -3.6372 -7.8635 0.05 0.05 0.02 0.050
H -1.2086 -4.7594 -8.7604 0.06 0.05 0.00 0.061
H -1.6146 -5.0799 -7.0471 0.02 0.03 0.02 0.055
H 1.2132 -5.1343 -8.3228 -0.05 0.05 -0.01 0.063
H 0.8956 -5.4700 -6.5931 -0.02 0.03 0.02 0.060
H 2.1738 -4.3272 -7.0618 -0.03 0.04 -0.02 0.023
C -1.4155 0.4001 6.5742 0.00 0.04 -0.20 -0.266
S 0.0350 1.2341 7.2265 -0.06 -0.07 0.09 0.813
O 0.5809 2.0967 6.1298 -0.03 -0.03 -0.11 -0.586
C 1.0711 -0.2299 7.3198 0.09 0.43 0.03 -0.293
H -2.1870 1.1469 6.4022 0.00 0.00 0.12 0.008
H -1.1667 -0.0959 5.6340 0.15 0.00 0.05 0.055
H -1.7755 -0.3277 7.3010 0.02 0.05 0.04 0.061
H 1.1571 -0.6791 6.3364 -0.08 0.04 -0.01 0.030
H 0.6360 -0.9383 8.0203 -0.04 0.00 -0.04 0.046
H 2.0576 0.0693 7.6722 -0.05 0.08 0.02 0.054
C 6.9350 -3.7270 -8.0944 0.02 0.02 -0.09 -0.262
S 6.6661 -3.5543 -6.3248 0.01 -0.02 -0.18 0.856
O 5.5910 -2.5267 -6.1310 0.97 -0.80 -1.07 -0.559
C 8.2339 -2.7536 -5.9677 0.03 0.12 0.03 -0.261
H 6.0452 -4.1768 -8.5309 -0.02 0.00 0.07 0.051
H 7.1046 -2.7466 -8.5397 -0.01 0.02 0.06 0.060
H 7.7926 -4.3763 -8.2707 -0.01 -0.01 0.04 0.057
H 8.3193 -1.8343 -6.5475 -0.05 -0.02 -0.03 0.060
H 9.0502 -3.4329 -6.2115 -0.03 -0.03 0.01 0.058
H 8.2621 -2.5195 -4.9051 -0.06 -0.05 -0.01 0.054
C -5.5698 3.4448 8.6585 0.05 0.03 0.13 -0.264
S -5.1837 2.9544 6.9733 -0.09 0.11 -0.09 0.819
O -4.1335 1.9007 7.0453 -0.01 -0.06 0.07 -0.565
C -4.3379 4.4664 6.5119 0.03 0.15 0.03 -0.268
H -6.0654 2.6097 9.1500 0.01 -0.03 -0.08 0.050
H -4.6510 3.6900 9.1916 0.03 -0.01 -0.07 0.062
H -6.2389 4.3051 8.6415 0.00 -0.01 -0.05 0.056
H -3.4970 4.6280 7.1857 -0.04 -0.01 0.04 0.027
H -5.0275 5.3089 6.5578 0.01 0.00 0.02 0.063
H -3.9728 4.3551 5.4922 -0.07 -0.09 0.00 0.047
C 3.1657 -4.6057 6.0663 0.10 -0.02 0.09 -0.265
S 1.6069 -3.8202 5.6354 0.03 -0.16 -0.16 0.812
O 1.2351 -2.9092 6.7492 0.06 -0.47 -0.03 -0.557
C 0.6060 -5.3071 5.7912 -0.07 -0.07 0.05 -0.268
H 3.9413 -3.8421 6.0705 -0.06 0.04 -0.02 0.052
H 3.0912 -5.0561 7.0562 -0.06 0.04 0.00 0.061
H 3.4080 -5.3647 5.3220 -0.03 0.03 -0.02 0.054
H 0.6997 -5.7105 6.7994 0.03 0.06 0.01 0.061
H 0.9328 -6.0431 5.0563 0.02 0.03 -0.01 0.053
H -0.4318 -5.0397 5.6004 0.03 0.06 0.00 0.050
C -0.6178 -2.4821 -0.9770 -0.12 -0.17 -0.13 -0.251
S 0.9677 -1.9507 -0.3299 -0.06 0.26 0.10 0.823
O 2.0285 -2.5661 -1.1912 -0.14 0.02 -0.11 -0.565
C 0.8840 -2.8948 1.1922 0.12 -0.20 0.07 -0.263
H -0.7504 -2.0241 -1.9561 0.19 -0.20 0.44 0.010
H -0.6403 -3.5686 -1.0738 0.08 0.00 0.04 0.069
H -1.4109 -2.1468 -0.3073 0.04 0.06 0.01 0.062
H 0.7760 -3.9573 0.9717 0.01 0.02 -0.07 0.061
H 0.0407 -2.5440 1.7871 0.01 0.06 -0.03 0.057
H 1.8090 -2.7285 1.7415 -0.01 0.05 -0.03 0.052
C -0.6435 5.5811 5.4735 0.16 0.00 -0.14 -0.259
S -1.0005 5.9735 7.1914 0.07 -0.12 0.00 0.781
O -1.9613 7.1104 7.1991 0.01 0.01 -0.07 -0.554
C 0.6248 6.6391 7.5743 0.12 0.06 0.00 -0.264
H -1.5486 5.1799 5.0215 -0.02 0.00 0.08 0.036
H -0.3398 6.4850 4.9441 -0.05 0.06 0.07 0.059
H 0.1468 4.8301 5.4307 -0.07 -0.08 0.08 0.044
H 0.8463 7.4750 6.9104 -0.07 0.00 -0.02 0.058
H 1.3727 5.8541 7.4604 -0.05 -0.04 0.00 0.056
H 0.6151 6.9851 8.6061 -0.08 -0.03 -0.01 0.050



[3]
100
Properties=species:S:1:pos:R:3:forces:R:3:lowdin_charge:R:1 method="wB97M-V/def2-TZVPD" charge=+2 e_tot_ha=-6384.9425 spin_multiplicity=2 fmax_ha_per_bohr=0.0140 relative_energy_kcal_mol=21.5 gap_ev="5.6 / 7.3"
Ta -0.2414 0.3736 -0.7414 -0.35 0.61 -0.13 0.782
O -6.0807 -3.4563 0.4420 -0.02 0.00 0.00 -0.043
C -5.0398 -3.4877 1.3897 0.01 -0.01 0.02 -0.199
C -3.8772 -2.6980 0.8636 0.04 -0.01 0.02 -0.154
C -2.7065 -2.5735 1.6040 -0.07 0.00 -0.02 0.029
C -1.6758 -1.8072 1.1107 0.04 0.00 -0.02 -0.144
N -1.7516 -1.1537 -0.0591 -0.01 -0.21 0.11 -0.115
C -2.8433 -1.3444 -0.8187 -0.04 0.00 0.03 -0.237
C -3.9215 -2.0950 -0.3835 0.02 0.02 -0.01 0.072
C -2.7614 -0.7902 -2.1894 -0.03 0.03 0.09 -0.240
C -3.7705 -0.9508 -3.1194 0.10 -0.08 -0.07 0.074
C -3.5641 -0.5632 -4.4361 -0.02 0.00 0.03 -0.140
C -4.6794 -0.6979 -5.4456 -0.01 0.01 -0.01 -0.194
O -5.5502 -1.7632 -5.1486 0.00 0.00 0.04 -0.032
C -2.3126 -0.0631 -4.7748 -0.03 0.03 0.02 0.028
C -1.3672 0.1112 -3.7873 0.02 0.02 -0.03 -0.104
N -1.5911 -0.1933 -2.5023 -0.07 -0.02 0.07 -0.077
H -6.8082 -4.0098 0.7430 0.02 0.01 0.00 0.109
H -4.7037 -4.5109 1.5936 0.00 0.01 -0.01 0.142
H -5.3497 -3.0458 2.3448 0.01 -0.01 0.00 0.136
H -2.5878 -3.0673 2.5591 0.01 -0.01 0.01 0.137
H -0.7415 -1.7303 1.6524 -0.02 0.01 -0.02 0.033
H -4.7969 -2.2326 -0.9975 -0.01 0.01 0.00 0.121
H -4.7114 -1.4054 -2.8509 -0.01 -0.01 0.00 0.128
H -4.2684 -0.7602 -6.4564 0.01 -0.03 0.01 0.134
H -5.2833 0.2121 -5.3999 0.03 0.02 -0.03 0.144
H -5.1932 -2.5843 -5.5024 -0.02 0.00 -0.02 0.108
H -2.0672 0.1930 -5.7966 0.00 0.00 -0.01 0.130
H -0.3846 0.4872 -4.0327 -0.04 -0.01 0.02 0.110
C 4.6971 2.2507 1.1042 -0.04 -0.01 0.04 0.018
C 3.9068 1.3791 0.1725 0.07 0.02 0.08 -0.565
O 3.4028 0.2880 0.5222 0.09 -0.01 -0.06 -0.290
N 3.8024 1.8156 -1.0837 0.10 -0.10 0.02 0.104
C 3.1845 1.0532 -2.1607 -0.08 -0.03 0.02 -0.138
C 2.0795 1.8445 -2.8171 -0.03 -0.02 0.03 -0.241
C 2.4232 2.6765 -3.8730 0.02 0.04 0.03 0.002
C 1.4945 3.5450 -4.4196 -0.01 0.01 0.00 -0.015
C 0.2255 3.5669 -3.8711 0.01 -0.01 0.01 -0.022
C -0.0660 2.6833 -2.8508 -0.03 0.01 -0.03 -0.171
N 0.8137 1.8014 -2.3402 -0.05 0.02 -0.14 -0.081
H 4.4969 1.9863 2.1381 -0.03 0.02 0.01 0.061
H 4.4720 3.3045 0.9470 0.01 0.01 0.01 0.098
H 5.7609 2.0925 0.9169 0.00 -0.02 -0.01 0.110
H 4.2850 2.6713 -1.3143 0.00 -0.01 0.01 0.162
H 2.8093 0.1301 -1.7334 0.05 0.05 -0.02 -0.018
H 3.9401 0.8053 -2.9064 0.02 0.03 -0.02 0.137
H 3.4365 2.6464 -4.2503 0.01 0.00 -0.01 0.127
H 1.7629 4.1970 -5.2398 0.00 0.01 -0.01 0.126
H -0.5393 4.2421 -4.2265 -0.01 0.00 0.00 0.123
H -1.0590 2.6580 -2.4179 -0.01 0.01 -0.01 0.049
S 2.0011 -2.3427 2.5262 0.00 -0.09 -0.09 -0.076
Sb 2.3332 -0.1870 2.5448 0.06 0.10 0.17 0.818
S 0.8668 2.1821 0.5145 -0.10 -0.02 0.10 0.131
S -0.0243 0.7803 1.7494 0.17 0.05 -0.10 -0.034
C -5.1346 0.5122 2.2197 0.02 0.00 0.03 -0.107
C -5.9376 1.7591 2.5888 -0.02 0.00 0.01 -0.240
C -5.0762 2.9357 3.0719 0.02 0.01 0.01 -0.178
C -4.7533 3.9767 2.0026 0.03 0.00 0.07 -0.156
N -4.1482 3.3706 0.8083 -0.02 0.03 -0.06 0.029
C -2.8672 3.1457 0.5034 0.11 -0.13 0.24 -0.701
S -2.6169 1.7627 -0.5156 0.16 0.00 -0.33 0.715
N -1.8497 3.8831 0.9069 -0.06 0.00 -0.06 0.021
C -1.8369 5.1641 1.6112 -0.01 0.04 -0.01 -0.169
C -1.5535 5.0137 3.1018 0.00 -0.01 0.00 -0.198
C -1.5464 6.3521 3.8362 0.01 0.00 0.00 -0.249
C -2.9193 7.0117 3.9090 0.00 0.00 0.01 -0.101
H -5.7924 -0.2890 1.8784 -0.02 0.00 -0.02 0.073
H -4.5871 0.1470 3.0916 0.00 -0.01 0.01 0.082
H -4.3994 0.6999 1.4334 0.00 0.00 -0.02 0.025
H -6.6459 1.4929 3.3738 0.01 0.00 0.01 0.111
H -6.5584 2.0762 1.7429 0.00 0.00 -0.01 0.111
H -4.1413 2.5561 3.4972 0.00 -0.01 0.00 0.112
H -5.5852 3.4694 3.8771 0.00 0.00 0.00 0.120
H -4.0966 4.7317 2.4156 -0.04 0.02 -0.02 0.073
H -5.6614 4.4846 1.6745 -0.01 -0.04 -0.01 0.135
H -4.7590 2.7068 0.3519 0.01 0.04 -0.01 0.102
H -0.9408 3.5187 0.6335 -0.06 0.00 0.05 -0.019
H -2.7681 5.6877 1.4066 0.02 0.01 0.00 0.111
H -1.0471 5.7612 1.1504 0.01 -0.01 0.00 0.136
H -0.5858 4.5163 3.2142 0.00 0.01 0.00 0.114
H -2.2933 4.3451 3.5537 -0.01 0.00 0.00 0.105
H -0.8319 7.0266 3.3553 0.00 0.01 -0.01 0.112
H -1.1720 6.1890 4.8479 0.00 0.00 0.00 0.112
H -3.3074 7.2757 2.9235 0.00 0.01 -0.01 0.069
H -2.8790 7.9311 4.4904 0.00 0.01 0.00 0.079
H -3.6432 6.3522 4.3935 0.00 -0.01 0.01 0.076
C 4.2434 -2.6599 -1.8193 -0.05 0.01 0.03 -0.203
Si 2.5148 -3.3494 -1.8079 0.07 -0.02 -0.06 0.234
C 2.2936 -4.6590 -0.5186 -0.05 0.03 -0.02 -0.209
C 1.9328 -3.8842 -3.4897 0.02 0.02 0.03 -0.218
Se 1.1689 -1.5158 -1.2913 0.07 -0.46 0.06 0.446
H 4.9568 -3.4734 -1.9736 0.00 0.00 -0.01 0.047
H 4.4801 -2.1814 -0.8674 -0.01 0.00 0.01 0.032
H 4.3816 -1.9338 -2.6216 0.00 0.00 -0.02 0.028
H 2.9477 -5.5009 -0.7635 -0.01 -0.01 -0.01 0.049
H 1.2666 -5.0231 -0.4833 -0.01 0.00 -0.01 0.041
H 2.5645 -4.2947 0.4705 0.02 0.02 0.03 -0.017
H 2.5774 -4.6873 -3.8560 -0.01 -0.02 0.00 0.046
H 1.9729 -3.0645 -4.2073 0.01 0.01 0.00 0.030
H 0.9109 -4.2624 -3.4524 -0.01 -0.01 0.01 0.036



[4]
11
Properties=species:S:1:pos:R:3:forces:R:3:nbo_charge:R:1 method="wB97M-V/def2-TZVPD" e_tot_ha=-669.5293 fmax_ha_per_bohr=0.1078 relative_energy_kcal_mol=30.8 gap_ev=10.9
C -0.8458 -0.1414 -0.3730 4.04 1.39 2.81 0.151
C -0.9830 -1.3547 -0.8350 -2.16 0.49 -1.53 0.645
C 0.6587 0.1610 0.6334 -4.97 -1.76 -1.70 0.819
N 0.6491 1.5155 0.9389 1.35 0.95 -0.57 -0.851
F -1.4824 0.9801 -0.7345 -0.13 -0.77 -0.11 -0.302
F -1.9639 -1.6343 -1.7479 1.32 -0.32 1.09 -0.313
F -0.2485 -2.3616 -0.4705 -0.15 -0.42 -0.23 -0.268
F 0.6600 -0.7722 1.6438 -0.15 1.52 -0.05 -0.333
F 1.6451 -0.2225 -0.1339 1.89 -0.36 -1.18 -0.329
H 0.2576 2.0027 0.1001 0.21 -0.46 1.16 0.398
H 1.6533 1.8273 0.9787 -1.26 -0.28 0.30 0.383